Arrangement P

DFT (wB97M-V/def2-TZVPD) results for a 2-piece molecular cluster, C15H18O2 overall.

- Kohn-Sham gap (eV) = 9.16
- SMILES = CCc1ccc(O)cc1.Cc1ccc(O)cc1

Last column: Löwdin charge in e.
CARTESIAN COORDINATES (ANGSTROEM)
C -1.89 4.74 -0.35  -0.05
C 0.39 1.71 1.79  -0.34
C -0.17 1.38 0.57  -0.02
C 0.14 3.00 2.30  -0.02
C -1.00 2.27 -0.07  -0.05
C -0.66 3.89 1.59  -0.05
C -1.18 3.59 0.31  -0.27
O 1.05 0.83 2.59  0.03
H -0.03 0.38 0.17  0.10
H 1.91 0.54 2.29  0.10
H 0.62 3.20 3.25  0.12
H -1.59 1.90 -0.90  0.11
H -0.70 4.85 2.10  0.11
H -1.22 5.54 -0.64  0.08
H -2.57 5.11 0.42  0.08
H -2.52 4.51 -1.21  0.07
C 2.15 -1.85 0.13  -0.21
C 2.15 -2.49 1.57  -0.07
C 1.01 -2.33 -0.71  -0.27
C -0.28 -2.45 -0.17  -0.05
C 1.14 -2.49 -2.08  -0.04
C -1.39 -2.65 -0.99  -0.01
C 0.04 -2.72 -2.89  -0.02
C -1.21 -2.96 -2.35  -0.33
O -2.22 -3.39 -3.13  0.06
H 2.27 -0.77 0.14  0.10
H 3.05 -2.16 -0.43  0.11
H 3.18 -2.54 1.91  0.07
H -0.41 -2.22 0.88  0.11
H 2.04 -2.21 -2.63  0.12
H -2.38 -2.74 -0.54  0.11
H 0.11 -2.95 -3.95  0.12
H -3.08 -3.39 -2.71  0.10
H 1.57 -3.41 1.52  0.08
H 1.66 -1.73 2.20  0.05

---

Arrangement Q

DFT (wB97M-V/def2-TZVPD) results for a 2-piece molecular cluster, C15H18O2 overall.

- Kohn-Sham gap (eV) = 8.63
- SMILES = CCc1ccc(O)cc1.Cc1ccc(O)cc1

Last column: Löwdin charge in e.
CARTESIAN COORDINATES (ANGSTROEM)
C -0.83 3.23 1.47  -0.05
C -2.44 0.16 2.89  0.02
C -1.67 -0.06 4.09  -0.30
C -2.04 1.21 2.07  -0.03
C -1.00 2.13 2.44  -0.33
C -0.85 0.97 4.55  -0.01
C -0.48 2.03 3.64  -0.06
O -1.90 -1.26 4.72  0.04
H -3.24 -0.46 2.70  0.09
H -2.70 1.56 1.40  0.07
H -0.55 1.03 5.53  0.08
H -1.56 -1.32 5.63  0.11
H -1.20 4.00 2.01  0.04
H -1.44 2.94 0.51  0.12
H 0.02 2.89 4.13  0.13
H 0.21 3.38 1.21  0.08
C 2.16 0.31 -1.86  -0.22
C 1.81 1.53 -2.78  -0.14
C 1.48 -0.93 -2.40  -0.26
C 1.69 -1.57 -3.64  -0.06
C 0.62 -1.54 -1.48  -0.04
C 1.13 -2.81 -3.98  0.02
C -0.12 -2.67 -1.78  -0.04
C 0.20 -3.26 -2.93  -0.39
O -0.06 -4.52 -3.08  0.05
H 3.26 0.26 -1.73  0.10
H 1.83 0.78 -0.74  0.16
H 1.46 1.23 -3.88  0.11
H 2.49 -1.24 -4.32  0.11
H 0.28 -0.94 -0.67  0.10
H 1.35 -3.49 -4.91  0.15
H -0.89 -3.04 -1.15  0.11
H -0.70 -5.01 -2.52  0.14
H 2.60 2.23 -2.91  0.03
H 1.08 2.25 -2.25  0.08

---

Which structure is the least stable? The one labeled arrangement Q.

---

Arrangement P

DFT (wB97M-V/def2-TZVPD) results for one molecule with the formula C23H25N3O3S.

- Kohn-Sham gap (eV) = 9.35
- SMILES = CSc1ccccc1OCc1cc(C(=O)N2CCN(C)[C@H](c3ccccc3)C2)no1

Last column: Löwdin charge in e.
CARTESIAN COORDINATES (ANGSTROEM)
C -6.52 1.10 -0.56  -0.35
H -6.49 2.18 -0.45  0.04
H -6.60 0.62 0.41  0.03
H -7.34 0.80 -1.20  0.03
S -4.99 0.55 -1.39  0.91
C -3.81 1.00 -0.14  -0.46
C -2.82 1.91 -0.49  -0.10
C -1.91 2.37 0.45  -0.10
C -2.01 1.93 1.76  -0.07
C -2.97 1.00 2.11  -0.01
C -3.85 0.50 1.16  -0.30
O -4.74 -0.47 1.60  -0.06
C -4.77 -1.68 0.85  -0.12
C -3.41 -2.05 0.37  -0.24
C -2.20 -2.07 1.00  0.08
C -1.28 -2.33 -0.05  -0.17
N -1.92 -2.47 -1.19  0.12
O -3.24 -2.31 -0.94  0.02
C 0.19 -2.41 0.15  -0.40
O 0.63 -2.96 1.15  0.08
N 0.98 -1.84 -0.79  -0.03
C 0.55 -0.99 -1.86  -0.12
H -0.49 -1.18 -2.11  0.10
C 0.76 0.47 -1.44  -0.16
N 2.16 0.71 -1.14  -0.18
C 2.37 2.10 -0.80  -0.08
H 3.43 2.27 -0.61  0.08
H 2.07 2.72 -1.65  0.09
H 1.79 2.41 0.08  0.09
C 2.64 -0.18 -0.09  -0.26
C 4.11 -0.02 0.14  -0.21
C 4.64 -0.02 1.43  -0.03
C 6.00 0.09 1.63  -0.08
C 6.86 0.20 0.55  -0.09
C 6.34 0.20 -0.74  -0.08
C 4.98 0.09 -0.94  -0.04
H 4.57 0.10 -1.94  0.12
H 7.01 0.28 -1.59  0.10
H 7.92 0.28 0.70  0.10
H 6.40 0.09 2.63  0.10
H 3.97 -0.10 2.28  0.11
C 2.38 -1.64 -0.49  -0.07
H 2.66 -2.31 0.33  0.13
H 2.97 -1.89 -1.37  0.14
H 2.09 0.01 0.86  0.16
H 0.47 1.13 -2.26  0.13
H 0.11 0.68 -0.57  0.12
H 1.17 -1.21 -2.74  0.13
H -1.97 -1.91 2.03  0.13
H -5.16 -2.43 1.56  0.14
H -5.44 -1.62 -0.01  0.10
H -3.04 0.63 3.12  0.12
H -1.32 2.30 2.51  0.11
H -1.15 3.08 0.16  0.10
H -2.78 2.27 -1.51  0.10

---

Arrangement Q

DFT (wB97M-V/def2-TZVPD) results for one molecule with the formula C23H25N3O3S.

- Kohn-Sham gap (eV) = 7.97
- SMILES = COc1cccc(/C=C2/Sc3ccc(C(=O)NCCN4CCCC4)cc3NC2=O)c1

Last column: Löwdin charge in e.
CARTESIAN COORDINATES (ANGSTROEM)
C -6.00 2.64 6.31  -0.09
H -6.38 2.92 7.29  0.09
O -6.79 1.55 5.90  -0.09
C -6.52 0.97 4.69  -0.27
C -5.54 1.39 3.81  0.03
C -5.33 0.71 2.61  -0.22
C -6.15 -0.35 2.27  -0.04
C -7.15 -0.75 3.14  -0.06
C -7.33 -0.11 4.35  0.00
H -8.10 -0.42 5.04  0.12
H -7.79 -1.58 2.88  0.11
H -6.02 -0.85 1.33  0.11
C -4.30 1.22 1.72  -0.07
C -3.32 0.56 1.08  -0.40
C -3.00 -0.87 1.28  -0.45
O -3.74 -1.64 1.86  0.09
N -1.79 -1.33 0.83  0.14
C -0.74 -0.67 0.23  -0.23
C 0.47 -1.34 0.05  0.05
C 1.55 -0.71 -0.56  -0.13
C 1.41 0.59 -1.04  -0.03
C 0.21 1.25 -0.87  -0.10
C -0.85 0.64 -0.23  -0.46
S -2.36 1.53 -0.06  1.06
H 0.09 2.26 -1.24  0.11
H 2.22 1.07 -1.57  0.11
C 2.81 -1.49 -0.75  -0.46
O 2.81 -2.68 -1.00  0.06
N 3.94 -0.78 -0.56  0.07
H 3.87 0.22 -0.43  0.13
C 5.23 -1.27 -0.97  -0.16
C 5.81 -0.42 -2.11  -0.18
N 4.76 -0.03 -3.04  -0.18
C 4.26 -1.13 -3.87  -0.18
C 5.22 -1.25 -5.07  -0.16
H 5.98 -2.01 -4.88  0.10
H 4.69 -1.53 -5.97  0.10
C 5.86 0.14 -5.18  -0.17
H 5.67 0.61 -6.14  0.10
H 6.94 0.09 -5.04  0.10
C 5.21 0.94 -4.03  -0.19
H 4.32 1.46 -4.40  0.11
H 5.88 1.67 -3.59  0.11
H 3.27 -0.84 -4.21  0.12
H 4.17 -2.05 -3.30  0.11
H 6.64 -0.97 -2.58  0.12
H 6.21 0.51 -1.68  0.12
H 5.08 -2.31 -1.28  0.11
H 5.93 -1.27 -0.12  0.12
H 0.58 -2.36 0.38  0.13
H -1.63 -2.31 1.06  0.16
H -4.32 2.30 1.56  0.11
H -4.90 2.23 4.05  0.11
H -4.94 2.37 6.40  0.10
H -6.10 3.49 5.63  0.09

---

Which structure is the least stable? The one labeled arrangement P.

---

Arrangement P

DFT (wB97M-V/def2-TZVPD) results for one molecule with the formula CH3NOS2.

- Kohn-Sham gap (eV) = 9.16

Last column: Löwdin charge in e.
CARTESIAN COORDINATES (ANGSTROEM)
C 0.82 -0.17 0.24  -0.64
N -0.47 -0.34 0.43  -0.30
O -2.94 -0.31 0.74  -0.55
S 1.72 1.20 -0.38  0.75
S -1.92 0.33 -0.12  0.78
H 1.54 -0.85 0.59  0.03
H 2.88 0.47 -0.08  -0.09
H -1.63 -0.33 -1.43  0.03

---

Arrangement Q

DFT (wB97M-V/def2-TZVPD) results for one molecule with the formula CH3NOS2.

- Kohn-Sham gap (eV) = 8.98

Last column: Löwdin charge in e.
CARTESIAN COORDINATES (ANGSTROEM)
C 0.36 -0.87 0.24  -0.64
N 0.05 0.00 -0.76  -0.44
O -1.48 2.34 0.14  -0.62
S 0.87 0.43 1.45  0.62
S 0.09 1.59 -0.18  0.76
H -0.40 -1.54 0.58  0.06
H 1.20 -1.64 -0.03  0.11
H -0.70 -0.32 -1.43  0.14

---

Which structure is the least stable? The one labeled arrangement Q.

---

Arrangement P

DFT (wB97M-V/def2-TZVPD) results for a 2-piece molecular cluster, CH3NOS2 overall.

- Kohn-Sham gap (eV) = 8.39

Last column: Löwdin charge in e.
CARTESIAN COORDINATES (ANGSTROEM)
C 0.76 1.34 -1.70  -0.09
N 0.37 0.64 -0.70  0.06
O 0.20 -2.46 2.14  -0.58
S -1.91 -1.26 3.57  0.20
S -1.00 -1.71 1.94  0.37
H 0.41 1.28 -2.67  0.04
H 1.56 2.01 -1.64  0.04
H -0.39 0.16 -0.95  -0.03

---

Arrangement Q

DFT (wB97M-V/def2-TZVPD) results for one molecule with the formula CH3NOS2.

- Kohn-Sham gap (eV) = 9.64
- SMILES = C=N[S@@H](=O)=S

Last column: Löwdin charge in e.
CARTESIAN COORDINATES (ANGSTROEM)
C -0.35 -0.33 -0.72  -0.08
N 0.80 -0.10 -1.05  -0.19
O 2.38 -1.66 -0.01  -0.41
S 3.45 0.94 0.07  0.29
S 2.02 -0.30 0.03  0.21
H -1.14 -0.51 -1.44  0.09
H -0.53 -0.49 0.37  0.09
H 1.32 -0.21 1.12  0.00

---

Which structure is the least stable? The one labeled arrangement Q.

---

Arrangement P

DFT (wB97M-V/def2-TZVPD) results for C5H11N2O as an isolated structure.

- Kohn-Sham gap (eV) = 5.10
- charge = -1

Last column: Löwdin charge in e.
CARTESIAN COORDINATES (ANGSTROEM)
C -2.29 -0.45 0.56  -0.56
O -3.45 -0.72 -0.07  -0.33
C -1.27 0.55 -0.14  -0.17
C 0.07 0.22 0.48  -0.11
C 1.14 1.31 0.59  -0.28
N 1.21 -0.75 -1.16  0.14
C 2.21 -0.02 -0.82  -0.43
N 2.47 0.83 0.18  -0.02
H -1.63 -1.34 0.80  0.08
H -2.45 -0.14 1.62  0.08
H -1.26 0.20 -1.17  0.11
H -1.54 1.63 -0.03  0.12
H 0.66 -0.54 -0.41  -0.09
H -0.10 -0.13 1.54  0.14
H 0.91 2.24 0.10  0.09
H 1.17 1.56 1.68  0.12
H 1.85 -3.52 0.36  0.00
H 2.34 -3.78 0.84  0.00
H 3.04 0.07 -1.51  0.11

---

Arrangement Q

DFT (wB97M-V/def2-TZVPD) results for a 2-piece molecular cluster, C5H11N2O overall.

- Kohn-Sham gap (eV) = 4.99
- charge = -1

Last column: Löwdin charge in e.
CARTESIAN COORDINATES (ANGSTROEM)
C 2.90 0.10 -0.36  -0.58
O 3.89 0.92 0.01  -0.37
C 1.52 0.42 0.34  -0.25
C 0.34 -0.06 -0.40  -0.07
C -0.98 0.18 0.05  -0.40
C -2.06 -0.41 -0.54  -0.17
N -3.34 -0.28 0.07  -0.01
N -1.21 1.07 1.13  0.08
H 2.65 0.17 -1.45  0.08
H 3.10 -0.98 -0.11  0.07
H 1.60 0.10 1.38  0.11
H 1.52 1.51 0.25  0.12
H 1.01 -2.06 -0.98  0.09
H 0.74 -1.18 -0.96  -0.06
H -1.80 -1.29 -1.12  0.10
H -4.07 -0.66 -0.52  0.06
H -3.42 -0.85 0.92  0.07
H -0.38 1.64 1.29  0.06
H -2.02 1.67 0.98  0.08

---

Which structure is the least stable? The one labeled arrangement P.

---

Arrangement P

DFT (wB97M-V/def2-TZVPD) results for a 2-piece molecular cluster, H3OP overall.

- Kohn-Sham gap (eV) = 8.89

Last column: Löwdin charge in e.
CARTESIAN COORDINATES (ANGSTROEM)
O -0.92 -0.37 0.24  -0.63
P 0.40 0.59 0.25  0.62
H -0.62 -1.45 0.97  0.26
H 1.22 -0.14 -0.64  -0.13
H -0.08 1.37 -0.82  -0.12

---

Arrangement Q

DFT (wB97M-V/def2-TZVPD) results for one molecule with the formula H3OP.

- Kohn-Sham gap (eV) = 10.58
- SMILES = OP

Last column: Löwdin charge in e.
CARTESIAN COORDINATES (ANGSTROEM)
O 0.75 -0.60 -0.44  -0.45
P -0.74 0.03 -0.06  0.70
H 0.80 -1.50 -0.26  -0.03
H -0.48 0.68 1.20  -0.13
H -0.34 1.39 -0.44  -0.09

---

Which structure is the least stable? The one labeled arrangement P.

---

Arrangement P

DFT (wB97M-V/def2-TZVPD) results for a 2-piece molecular cluster, C14H16 overall.

- Kohn-Sham gap (alpha / beta) (eV) = 6.99 / 3.45
- spin multiplicity = 2
- ⟨S²⟩ = 0.7691
- charge = +1

Last column: Löwdin spin population.
CARTESIAN COORDINATES (ANGSTROEM)
C 0.32 0.23 3.18  0.00
C -1.47 -2.32 0.95  0.00
C -2.72 -2.29 1.54  0.00
C -0.52 -1.41 1.43  0.00
C -0.74 -0.58 2.52  0.00
C -3.01 -1.36 2.54  0.00
C -2.04 -0.47 3.01  0.00
H -1.24 -3.11 0.25  0.00
H -3.44 -3.04 1.26  0.00
H 0.39 -1.26 0.86  0.00
H -4.03 -1.22 2.89  0.00
H 1.09 0.65 2.51  0.00
H 0.92 -0.24 3.96  0.00
H -2.47 0.15 3.79  0.00
H -0.12 1.16 3.55  0.00
C 0.02 1.68 -0.68  0.06
C 1.05 0.45 -4.04  0.03
C 2.44 0.28 -3.86  0.33
C 0.31 0.90 -2.98  0.15
C 0.94 1.27 -1.75  0.22
C 3.00 0.54 -2.58  0.11
C 2.34 1.21 -1.60  0.04
H 0.56 0.26 -4.99  0.00
H 3.18 0.27 -4.65  0.01
H -0.77 0.95 -2.99  0.00
H 3.99 0.13 -2.37  0.00
H 0.46 1.68 0.32  0.00
H -0.94 1.18 -0.63  0.01
H 2.70 1.56 -0.64  0.00
H -0.18 2.76 -0.80  0.03

---

Arrangement Q

DFT (wB97M-V/def2-TZVPD) results for a 2-piece molecular cluster, C14H16 overall.

- Kohn-Sham gap (alpha / beta) (eV) = 6.83 / 3.22
- spin multiplicity = 2
- ⟨S²⟩ = 0.7685
- charge = +1

Last column: Löwdin spin population.
CARTESIAN COORDINATES (ANGSTROEM)
C -0.42 -3.61 -1.00  0.06
C 1.37 -1.54 1.60  0.04
C 1.12 -2.16 0.41  0.12
C 0.74 -1.97 2.77  0.32
C 0.10 -3.15 0.30  0.26
C -0.30 -2.95 2.67  0.09
C -0.54 -3.60 1.49  0.06
H 2.04 -0.69 1.63  0.00
H 1.69 -1.77 -0.42  0.00
H 1.12 -1.69 3.75  0.01
H -0.96 -3.12 3.50  0.00
H 0.42 -3.77 -1.69  0.01
H -1.03 -2.87 -1.53  0.02
H -1.36 -4.29 1.48  0.00
H -0.95 -4.55 -0.87  0.00
C 1.26 2.90 -2.60  0.00
C -1.60 2.76 0.60  0.00
C -1.92 2.25 -0.65  0.00
C -0.30 3.17 0.83  0.00
C -1.00 2.29 -1.68  0.00
C 0.63 3.25 -0.20  0.00
C 0.31 2.72 -1.45  0.00
H -2.30 2.74 1.43  0.00
H -2.89 1.80 -0.79  0.00
H -0.02 3.44 1.84  0.00
H -1.31 1.90 -2.64  0.00
H 1.56 3.74 0.02  0.00
H 0.76 3.08 -3.56  0.00
H 1.82 2.00 -2.87  0.00
H 1.96 3.69 -2.38  0.00

---

Arrangement R

DFT (wB97M-V/def2-TZVPD) results for a 2-piece molecular cluster, C14H16 overall.

- Kohn-Sham gap (alpha / beta) (eV) = 6.85 / 3.05
- spin multiplicity = 2
- ⟨S²⟩ = 0.7677
- charge = +1

Last column: Löwdin spin population.
CARTESIAN COORDINATES (ANGSTROEM)
C -2.74 -2.61 -1.15  0.00
C -1.78 -3.28 1.06  0.00
C -2.21 -2.26 0.21  0.00
C -1.26 -3.05 2.33  0.00
C -1.25 -1.72 2.76  0.00
C -1.96 -0.93 0.56  0.00
C -1.64 -0.71 1.90  0.00
H -1.93 -4.30 0.72  0.00
H -0.85 -3.85 2.92  0.00
H -3.30 -1.78 -1.63  0.00
H -3.54 -3.33 -1.00  0.00
H -0.94 -1.42 3.75  0.00
H -2.28 -0.18 -0.15  0.00
H -1.62 0.32 2.25  0.00
H -2.05 -2.81 -1.97  0.00
C 1.47 2.30 1.32  0.05
C 2.27 0.97 -0.72  0.19
C 1.70 2.14 -0.15  0.26
C 2.68 0.97 -2.06  0.02
C 2.31 2.04 -2.84  0.28
C 1.23 3.18 -0.96  0.02
C 1.39 3.02 -2.32  0.14
H 2.58 0.02 -0.31  0.00
H 3.21 0.09 -2.40  0.00
H 1.53 1.32 1.81  0.00
H 0.40 2.41 1.51  0.02
H 2.71 2.21 -3.83  0.01
H 0.63 4.01 -0.62  0.00
H 0.97 3.79 -2.93  0.00
H 2.12 2.99 1.86  0.01

---

Arrangement S

DFT (wB97M-V/def2-TZVPD) results for a 2-piece molecular cluster, C14H16 overall.

- Kohn-Sham gap (alpha / beta) (eV) = 7.08 / 3.19
- spin multiplicity = 2
- ⟨S²⟩ = 0.7682
- charge = +1

Last column: Löwdin spin population.
CARTESIAN COORDINATES (ANGSTROEM)
C 0.45 -0.02 -1.65  0.06
C -1.51 -2.65 -3.43  0.06
C -1.28 -1.49 -2.77  0.08
C -0.66 -3.78 -3.24  0.29
C 0.00 -1.34 -2.13  0.27
C 0.58 -3.68 -2.57  0.04
C 0.94 -2.42 -2.15  0.13
H -2.40 -2.74 -3.99  0.00
H -2.05 -0.74 -2.63  0.00
H -1.06 -4.71 -3.61  0.01
H 0.94 -4.57 -2.09  0.00
H 0.50 0.59 -2.56  0.03
H 1.28 -0.13 -0.95  0.00
H 1.96 -2.23 -1.85  0.00
H -0.31 0.48 -1.04  0.01
C 1.01 4.00 2.49  0.00
C 0.53 0.43 1.55  0.00
C -0.53 0.04 2.39  0.00
C 0.76 1.78 1.43  0.00
C 0.28 2.69 2.42  0.00
C -1.10 0.89 3.29  0.00
C -0.58 2.20 3.36  0.00
H 1.04 -0.39 1.06  0.00
H -0.82 -1.00 2.34  0.00
H 1.17 2.22 0.53  0.00
H -1.95 0.67 3.91  0.00
H 1.71 3.92 3.32  0.00
H 0.41 4.85 2.82  0.00
H -0.81 2.86 4.19  0.00
H 1.51 4.27 1.57  0.00

---

Which structure is the least stable? The one labeled arrangement S.

---

Arrangement P

DFT (wB97M-V/def2-TZVPD) results for C6H14N2O as an isolated structure.

- Kohn-Sham gap (eV) = 8.52

Last column: Löwdin charge in e.
CARTESIAN COORDINATES (ANGSTROEM)
C 1.20 -0.01 0.01  -0.46
C -3.12 0.89 -0.03  0.09
C 1.29 -0.79 -1.28  -0.09
C 2.15 1.16 0.06  -0.09
C 1.33 -0.89 1.24  -0.09
N -1.41 0.08 0.33  -0.05
C -0.55 0.90 -0.16  -0.43
N -1.50 -1.30 0.13  0.05
O -0.51 2.04 -0.49  0.08
H -2.16 -1.47 -0.62  0.09
H -1.90 -1.70 0.98  0.10
H -2.94 1.96 0.06  0.04
H -3.44 0.61 -1.03  0.05
H -3.76 0.47 0.74  0.04
H 0.56 -1.60 -1.30  0.06
H 2.28 -1.24 -1.39  0.08
H 1.14 -0.14 -2.14  0.08
H 1.99 1.75 0.97  0.08
H 1.13 -0.32 2.15  0.08
H 2.02 1.82 -0.80  0.08
H 3.19 0.81 0.07  0.09
H 2.35 -1.29 1.31  0.08
H 0.67 -1.75 1.18  0.06

---

Arrangement Q

DFT (wB97M-V/def2-TZVPD) results for one molecule with the formula C6H14N2O.

- Kohn-Sham gap (eV) = 9.41
- SMILES = CN(C)/N=C\C(C)(C)O

Last column: Löwdin charge in e.
CARTESIAN COORDINATES (ANGSTROEM)
C -0.43 0.98 0.95  -0.65
C 1.95 -0.86 -1.76  -0.09
C 0.31 -2.37 -0.81  -0.09
C -1.56 0.28 1.73  -0.04
C -0.46 2.50 1.16  -0.04
N 0.85 -1.02 -0.82  -0.25
C -0.86 0.74 -0.65  -0.08
O 0.79 0.46 1.20  -0.12
N -0.38 -0.09 -1.44  0.13
H 1.05 -0.36 0.38  0.11
H -1.61 1.42 -1.03  0.12
H 2.75 -1.56 -1.51  0.09
H 1.62 -1.05 -2.79  0.09
H 2.33 0.16 -1.68  0.09
H 1.10 -3.07 -0.52  0.09
H -0.50 -2.42 -0.08  0.08
H -0.08 -2.66 -1.79  0.09
H -1.43 2.92 0.93  0.08
H -1.42 0.48 2.79  0.08
H -2.55 0.64 1.43  0.08
H -1.51 -0.79 1.58  0.07
H -0.23 2.70 2.20  0.08
H 0.30 2.97 0.54  0.08

---

Which structure is the least stable? The one labeled arrangement P.